Density functional theory data (ωB97M-V/def2-TZVPD) for a molecular structure, C4H13NO2 in a non-equilibrium geometry.

```
20
Properties=species:S:1:pos:R:3:forces:R:3:mulliken_charge:R:1
C 2.01483 -0.14729 -0.42309 -3.8 -1.9 2.0 -0.75
O 2.38241 1.22297 0.32460 0.3 -1.8 -4.9 -0.58
C 0.38228 -0.12131 -0.24912 0.7 -1.7 -1.2 -0.07
C -0.09444 -1.63752 -0.25204 0.9 1.6 0.9 -0.47
C -1.57493 -1.69278 -0.31633 -1.2 0.3 0.4 -1.12
N -0.05490 0.74741 0.83712 3.1 1.2 -1.3 -0.68
H 2.44604 -0.92504 0.14637 0.7 -0.7 0.4 0.47
H 2.08347 -0.41317 -1.52379 0.9 0.9 0.7 0.36
H 2.02780 0.97433 -0.82672 1.5 4.3 1.9 0.38
H 0.00644 0.38232 -1.15744 0.1 -0.4 0.0 0.30
H 0.24873 -2.03262 0.71530 0.1 -0.2 -0.2 0.31
H 0.35941 -2.21388 -1.05664 0.3 0.1 -0.1 0.36
H -1.91710 -1.35460 -1.30188 -0.2 -0.2 0.2 0.30
H -1.99501 -2.67865 -0.04789 0.2 0.4 -0.4 0.33
H -1.94226 -0.95808 0.41912 -0.3 -0.4 -0.3 0.29
H 0.95572 1.24063 0.99111 -2.8 -0.6 0.0 0.34
H -0.25020 0.24697 1.64984 -0.4 -1.2 1.7 0.19
H -1.57152 1.25810 0.28346 -1.9 0.4 -0.1 0.45
H -2.81042 2.28418 0.23757 0.3 -1.0 -0.2 0.28
O -2.58532 1.34591 0.05729 1.3 0.8 0.3 -0.70
```
Forces are in eV/Å.

Relative energy (zero: lowest compared OMol25 entry of this formula, charge and spin) ... 5.016 eV
LUMO level ... 0.49 eV

Density functional theory data (ωB97M-V/def2-TZVPD) for C27H31N5O3S2 in the gas phase in a non-equilibrium geometry.

```
68
Properties=species:S:1:pos:R:3:forces:R:3:mulliken_charge:R:1
C -1.04081 0.57414 -3.05775 -0.7 2.7 -4.9 -1.52
C -0.07297 -0.15699 -2.42551 2.5 -6.3 2.5 0.96
C 0.89711 0.39311 -1.80375 6.7 3.5 3.4 -1.33
C 2.04903 -0.33140 -1.12459 -5.6 0.8 -3.7 0.74
C 2.09196 -1.65193 -1.24035 2.0 -5.8 3.1 1.35
C 1.01589 -2.41336 -1.72549 0.4 -3.9 -1.3 -0.75
C 0.09269 -1.68808 -2.25760 -7.3 2.3 -6.7 1.21
C -1.15326 -2.39632 -3.28714 0.5 -0.4 10.3 -1.79
H -1.10730 -3.49722 -3.07988 -0.4 0.8 0.4 0.32
H -2.11474 -1.92950 -2.85266 1.3 -1.1 -0.8 0.34
H -1.17543 -2.39201 -4.24264 0.7 1.2 -6.7 0.55
H 0.87607 -3.62956 -1.93908 1.0 3.8 1.0 -0.24
N 3.09615 -2.35068 -0.54787 -1.4 -1.4 0.8 -0.03
C 3.14517 -3.86627 -0.16502 2.5 3.5 -2.6 0.11
N 4.38633 -3.93055 0.31718 -1.3 -1.1 1.9 -0.44
N 4.94585 -2.79305 0.75488 -1.6 1.4 -2.6 -0.75
C 4.15632 -1.73458 0.17915 -1.6 -9.1 -0.9 0.29
C 4.22783 -0.44536 0.19611 -5.6 4.8 -4.4 0.42
C 3.01490 0.27095 -0.53884 9.0 -0.5 5.6 -0.51
H 3.15925 1.26847 -0.36997 -0.3 2.8 -0.2 0.60
C 5.39803 0.14525 0.67233 -0.7 -0.5 6.3 -1.54
H 6.26352 -0.33795 0.40167 2.2 -0.3 -1.2 0.36
H 5.33691 -0.25236 1.84022 0.5 0.8 -2.2 0.31
H 5.30144 1.15228 0.89478 0.7 2.2 -0.5 0.41
S 2.04595 -5.27131 -0.70481 1.6 2.0 4.1 -0.11
C 1.57387 -5.29460 1.30385 3.4 -5.6 -0.2 -1.06
H 2.66163 -5.43412 1.92813 -3.0 -0.5 -2.1 0.42
H 0.78374 -6.23439 1.31018 2.1 2.5 0.6 0.37
C 1.12810 -4.05065 1.81049 -4.1 4.7 -1.7 0.61
O 1.61564 -3.19288 2.52496 -0.6 -2.4 -1.2 -0.55
N -0.20544 -3.80410 0.98453 4.7 6.5 6.0 -0.22
C -0.76821 -2.53693 0.82472 -2.1 0.7 0.3 1.03
C -0.43646 -1.37640 1.58452 1.8 -1.5 -1.7 -0.82
C -0.98938 -0.13256 1.38199 -3.9 -1.7 -1.4 -0.34
C -2.15934 -0.17780 0.60730 -1.8 -3.3 0.0 0.37
C -2.85622 -1.46200 0.00983 9.1 3.4 4.3 -1.58
C -1.98561 -2.49603 -0.00104 1.1 -0.9 3.1 -0.82
H -2.33886 -3.48700 -0.03946 -0.6 -1.2 -1.5 0.54
H -3.58979 -1.36359 -0.59950 -5.3 0.5 -3.3 0.72
S -3.23420 1.10126 0.40852 2.5 4.6 17.3 0.94
O -4.33844 1.34039 1.39159 2.6 -1.7 -2.3 -0.74
O -3.44929 1.17675 -0.85925 -3.8 0.8 -15.9 -0.51
N -2.08133 2.44242 0.85600 -2.1 -0.3 1.6 0.23
C -1.04777 2.89409 -0.12679 -10.8 3.6 -3.5 0.34
C -0.01435 3.49569 0.41024 3.0 7.0 6.3 -0.88
C -0.64074 4.99247 1.22377 9.5 -11.9 9.1 -1.46
C -1.62887 4.53153 2.28428 -1.8 -0.8 -2.1 -0.64
H -2.06578 5.46695 2.77557 0.2 -1.8 -0.3 0.37
H -1.27015 3.75314 2.87940 1.4 -0.2 2.1 0.42
C -2.74155 3.45175 1.59206 -1.5 6.4 -0.3 -0.45
C -3.74307 4.44877 0.62997 0.7 1.2 2.3 -1.16
H -4.47699 3.80686 0.15687 -0.5 0.2 0.2 0.40
H -3.30269 5.08775 -0.19114 0.1 -0.9 0.9 0.24
H -4.19160 5.28466 1.40562 0.6 -2.3 -2.0 0.30
H -3.42479 3.24450 2.45583 0.9 -0.8 -1.1 0.40
H -1.12397 5.47316 0.69508 -7.4 8.9 -10.0 0.82
H 0.28570 5.37883 1.67930 -0.7 0.5 -0.4 0.35
H 0.72900 3.83320 -0.21692 1.7 0.5 -1.5 0.51
H 0.36763 2.90831 1.22115 0.7 -0.2 0.6 0.38
H -0.93283 1.98907 -0.29655 2.6 -8.2 -4.1 -0.30
H -1.61002 3.54239 -1.05135 1.6 -1.9 2.2 0.13
H -0.81590 0.74453 1.96163 0.6 0.4 0.1 0.81
H 0.46774 -1.34429 2.11684 0.8 -0.6 1.0 0.50
H -0.36194 -4.59462 0.56293 -2.1 -4.5 -3.6 0.22
H 1.22380 1.49077 -1.74093 -1.4 -1.2 -0.5 0.18
H -1.90658 0.65674 -2.53142 -2.6 0.4 1.7 0.23
H -0.58076 1.62971 -3.20436 -1.2 -1.6 -0.2 0.32
H -1.35979 0.08054 -4.01179 0.4 0.8 0.4 0.41
```
Forces are in eV/Å.

LUMO level ... -0.96 eV

Density functional theory data (ωB97M-V/def2-TZVPD) for 6 unconnected molecules or ions with the total composition C32H28BN5O22P in a non-equilibrium geometry.

```
89
Properties=species:S:1:pos:R:3:forces:R:3:mulliken_charge:R:1
N -2.06682 5.04155 5.37419 0.3 -0.2 -0.2 -0.74
P -0.68597 4.75794 4.75126 -1.4 0.0 0.3 0.41
N 0.39388 6.01569 5.24543 0.5 -0.2 -0.1 -0.17
C 1.58219 6.45368 4.81206 0.0 -0.2 0.0 0.37
N 2.14948 7.57749 5.27504 0.0 0.1 0.0 -0.57
C 3.24254 7.73003 4.55502 -0.2 0.0 0.2 0.02
N 3.38925 6.75623 3.67152 0.2 0.3 0.1 -0.28
N 2.34250 5.87975 3.83896 0.1 0.2 -0.1 0.32
B 2.31360 4.65711 2.97275 -0.2 -0.4 -0.2 0.61
O 2.78806 4.84842 1.73700 0.1 -0.1 0.3 -0.56
O 1.86908 3.45477 3.42320 0.2 0.3 0.2 -0.43
H -2.80449 5.18318 4.69478 -0.1 0.2 0.2 0.32
H -0.60583 4.69247 3.35512 0.5 0.0 0.0 0.04
H -0.07158 3.60602 5.26031 0.2 0.1 -0.1 -0.04
H 0.00689 6.56718 6.00638 -0.1 0.0 -0.1 0.33
H 3.93537 8.55132 4.65775 0.1 -0.1 -0.1 0.44
H 4.11466 6.61631 2.98251 -0.2 -0.2 -0.1 0.20
H 2.97805 3.99928 1.29034 0.2 0.3 -0.4 0.48
H 1.99117 3.28480 4.36517 -0.2 -0.1 -0.1 0.34
C 4.95189 2.08750 -1.50863 0.1 0.1 0.0 -1.06
C 4.07968 1.73803 -0.56597 0.1 0.2 -0.1 0.04
C 3.36986 0.41015 -0.54983 0.0 -0.2 -0.2 1.27
O 2.60718 0.22812 0.38764 0.0 0.1 0.1 -0.67
C 3.63162 -0.52724 -1.61150 -0.1 0.0 0.1 -0.97
C 4.50904 -0.19455 -2.57556 0.1 -0.1 0.0 0.17
C 5.23192 1.13543 -2.58181 0.0 0.2 0.1 1.16
O 6.00622 1.35002 -3.48723 0.0 -0.1 0.0 -0.59
O 4.81990 -0.98559 -3.57994 -0.1 0.1 -0.1 -0.53
O 3.72823 2.51143 0.47711 -0.3 -0.1 0.3 -0.62
H 5.46223 3.04023 -1.52473 0.0 0.0 0.0 0.44
H 3.11333 -1.47550 -1.59751 0.0 0.0 0.0 0.48
H 5.50191 -0.52543 -4.10907 0.1 0.0 0.1 0.37
H 3.09508 1.93626 0.97266 0.1 -0.2 -0.1 0.42
C -4.02956 0.21339 1.27622 0.0 0.0 0.1 -1.10
C -3.87381 0.54413 -0.01758 0.0 -0.1 0.0 0.38
C -3.29365 1.87688 -0.43845 0.0 0.2 0.1 0.98
O -3.17426 2.10520 -1.62487 0.0 -0.1 0.0 -0.59
C -2.91048 2.82816 0.59884 0.0 0.0 -0.1 -1.15
C -3.07002 2.48664 1.87887 0.0 0.1 0.0 0.09
C -3.62848 1.14985 2.29860 -0.1 -0.2 -0.1 1.25
O -3.69193 0.95199 3.50106 0.0 0.1 0.0 -0.68
O -2.75184 3.27338 2.91229 0.0 0.0 0.0 -0.50
O -4.21801 -0.26577 -1.00398 0.1 0.0 0.0 -0.49
H -4.44412 -0.73753 1.58643 0.0 0.0 -0.1 0.71
H -2.51528 3.78505 0.28668 0.0 0.0 0.0 0.45
H -2.99706 2.75709 3.71262 -0.1 0.0 0.0 0.41
H -3.99940 0.14585 -1.86596 -0.1 0.1 0.0 0.34
C -3.65565 -6.11286 2.91700 0.0 -0.1 0.0 -0.98
C -3.78423 -4.78216 3.00030 0.1 0.0 0.1 0.36
C -4.71908 -4.00567 2.10248 -0.1 0.0 -0.2 1.01
O -4.75721 -2.79690 2.27246 0.1 0.0 0.1 -0.59
C -5.49261 -4.71773 1.11352 0.0 0.1 0.0 -1.14
C -5.36593 -6.05138 1.02723 -0.1 0.0 -0.1 0.46
C -4.43999 -6.83400 1.93383 0.1 0.0 0.2 1.01
O -4.41095 -8.03925 1.77627 0.0 0.0 -0.1 -0.61
O -6.02584 -6.79595 0.15860 0.0 0.0 0.0 -0.57
O -3.11704 -4.02909 3.86446 0.0 0.0 0.0 -0.58
H -2.99126 -6.67729 3.55560 0.0 0.0 0.0 0.43
H -6.15146 -4.15125 0.47083 0.0 0.0 0.0 0.46
H -5.74866 -7.72039 0.32163 0.0 0.0 0.0 0.37
H -3.41947 -3.11128 3.71424 0.0 0.0 0.0 0.34
C -5.35243 -1.34822 -4.69619 0.0 -0.1 0.0 -0.86
C -5.19205 -0.02671 -4.57680 0.0 -0.1 0.1 0.11
C -6.00092 0.96677 -5.37534 -0.1 0.0 -0.1 1.12
O -5.77391 2.14497 -5.16538 0.1 0.0 0.1 -0.64
C -6.97557 0.46699 -6.32058 0.0 0.1 0.0 -1.04
C -7.14067 -0.85828 -6.44802 -0.1 0.1 -0.1 0.35
C -6.34258 -1.85131 -5.63376 0.1 0.0 0.1 0.99
O -6.57688 -3.03003 -5.81348 0.0 0.0 -0.1 -0.61
O -8.00477 -1.41308 -7.28200 0.0 0.0 0.0 -0.56
O -4.31708 0.54482 -3.74927 0.0 -0.1 0.0 -0.54
H -4.77880 -2.06512 -4.12534 0.0 0.0 0.0 0.46
H -7.54363 1.18346 -6.89660 0.0 0.0 0.0 0.43
H -7.92111 -2.38032 -7.16628 0.0 0.0 0.0 0.38
H -4.41946 1.51331 -3.86340 0.0 0.0 0.0 0.36
C 9.21983 -4.16677 -0.68268 0.0 -0.1 0.1 -0.96
C 8.97130 -2.96648 -1.22338 0.1 0.0 0.0 0.31
C 7.72992 -2.69294 -2.03973 -0.2 -0.1 -0.1 1.04
O 7.59150 -1.55715 -2.46591 0.1 0.1 0.0 -0.63
C 6.78956 -3.76642 -2.26530 0.0 0.1 0.0 -1.07
C 7.03829 -4.97124 -1.72856 -0.1 0.0 -0.1 0.43
C 8.27027 -5.24219 -0.89171 0.2 0.1 0.1 0.97
O 8.38681 -6.36479 -0.43961 -0.1 0.0 0.0 -0.61
O 6.24371 -6.01698 -1.87202 0.0 0.0 0.0 -0.57
O 9.77385 -1.91887 -1.09378 0.0 0.0 0.0 -0.59
H 10.10371 -4.37153 -0.09554 0.0 0.0 0.0 0.43
H 5.91173 -3.56135 -2.86225 0.0 0.0 0.0 0.52
H 6.66450 -6.75109 -1.37969 0.0 0.0 0.0 0.37
H 9.35204 -1.19064 -1.59101 0.0 0.0 0.0 0.36
```
Forces are in eV/Å.

Total charge ... +1
LUMO level ... -3.55 eV

Density functional theory data (ωB97M-V/def2-TZVPD) for 8 unconnected molecules or ions with the total composition C57H60BClF9OSi in a non-equilibrium geometry.

```
130
Properties=species:S:1:pos:R:3:forces:R:3:mulliken_charge:R:1
C -3.84739 5.99180 -3.62043 -0.2 0.3 0.2 -0.97
C -5.17608 5.40644 -3.17843 0.2 -0.5 -0.2 -0.34
O -5.06863 4.00575 -3.22616 0.2 -0.1 0.0 -0.20
C -6.31117 3.32137 -3.10547 0.0 0.1 -0.2 -0.67
C -6.10510 1.93174 -2.56246 0.2 0.1 0.2 -0.84
B -5.45682 1.90469 -1.07192 -0.2 0.1 -0.4 0.39
Cl -6.86831 2.33923 0.18510 0.1 -0.1 0.1 -0.48
C -4.78735 0.43530 -0.71485 -0.3 0.1 0.6 0.79
F -5.57887 -0.32728 0.14822 -0.2 -0.1 -0.1 -0.38
F -4.67584 -0.39464 -1.83468 0.0 0.0 -0.5 -0.37
C -3.42445 0.42396 -0.06347 0.1 0.2 0.0 -1.14
C -2.39753 1.38356 -0.67072 0.3 -0.4 0.2 -0.42
Si -0.66268 0.70360 -0.77499 0.0 0.5 -0.2 -0.18
C 0.51833 2.16187 -0.94622 -0.1 -0.6 -0.2 -1.12
C -0.12838 -0.24682 0.74471 0.0 0.0 -0.1 -0.55
C -0.48169 -0.30496 -2.35372 0.3 -0.7 -0.6 0.48
C -1.61541 -0.76046 -3.06385 0.9 -0.2 -0.4 -0.10
C -1.47289 -1.48406 -4.26371 1.1 0.3 0.4 -0.78
C -0.18887 -1.76687 -4.77534 -0.3 0.5 1.0 -0.35
C 0.95502 -1.34178 -4.07152 -1.1 0.3 0.4 -0.82
C 0.80213 -0.61923 -2.87329 -0.9 -0.4 -0.6 -0.31
H -3.99811 6.82755 -4.29177 0.0 0.2 -0.1 0.31
H -3.27034 6.35340 -2.77671 0.2 -0.1 0.2 0.33
H -3.27492 5.24016 -4.14640 0.1 -0.2 -0.1 0.16
H -5.97571 5.73107 -3.84808 -0.2 0.1 -0.1 0.34
H -5.41578 5.70850 -2.15971 -0.2 0.2 0.2 0.30
H -6.73706 3.28000 -4.11461 -0.3 0.1 -0.1 0.33
H -7.00145 3.88392 -2.47623 0.0 0.1 0.2 0.34
H -5.49775 1.39700 -3.29334 0.2 -0.2 0.0 0.27
H -7.08333 1.45000 -2.55111 -0.1 -0.2 0.0 0.31
H -4.65680 2.80107 -0.94879 0.1 -0.2 0.1 -0.20
H -3.59810 0.68934 0.97116 0.0 0.1 0.3 0.19
H -3.06692 -0.60572 -0.06011 0.0 -0.3 0.0 0.35
H -2.69178 1.71310 -1.66243 -0.1 0.1 -0.2 0.39
H -2.35402 2.27983 -0.06130 0.0 0.3 0.0 0.52
H 0.38546 2.87287 -0.14031 0.0 0.2 0.2 0.35
H 0.33347 2.63713 -1.90422 -0.1 0.3 -0.1 0.35
H 1.54428 1.80556 -0.96198 0.3 0.0 0.1 0.23
H 0.87518 -0.63051 0.60196 0.2 -0.1 -0.1 -0.18
H -0.06757 0.44707 1.57924 -0.1 0.1 0.2 0.24
H -0.77001 -1.07693 1.01616 -0.2 -0.1 0.1 0.44
H -2.60321 -0.54911 -2.68529 -0.2 0.0 0.0 0.37
H -2.34753 -1.80853 -4.80138 -0.2 -0.1 -0.1 0.44
H -0.09301 -2.30669 -5.70375 0.1 -0.1 -0.1 0.43
H 1.93886 -1.55417 -4.45791 0.2 -0.1 0.0 0.42
H 1.68930 -0.29922 -2.34673 0.1 0.1 0.1 0.30
F 3.14523 0.21995 0.56126 0.1 0.0 0.1 -0.25
C 3.74388 -0.52960 1.51101 0.0 0.0 -0.1 0.23
C 3.76521 -1.90007 1.34737 0.0 -0.1 0.0 -0.49
C 4.40359 -2.67330 2.30593 0.0 0.1 0.0 0.00
C 5.00776 -2.07141 3.40230 0.0 0.0 0.0 -0.78
C 4.96278 -0.69196 3.54670 0.0 0.0 -0.1 -0.21
C 4.32372 0.09493 2.59627 0.1 0.1 0.0 -0.65
H 3.29063 -2.34255 0.48163 0.0 0.0 0.0 0.49
H 4.43871 -3.74673 2.19377 0.0 0.0 0.0 0.29
H 5.51184 -2.67838 4.14196 0.0 0.0 0.0 0.43
H 5.43392 -0.22138 4.39996 0.0 0.0 0.0 0.47
H 4.28593 1.17298 2.67949 0.0 0.0 0.0 0.52
F 4.89518 -6.01027 2.71619 0.0 0.0 0.0 -0.33
C 4.86166 -6.82297 1.63754 0.0 0.0 0.0 0.51
C 5.84755 -7.77686 1.49239 0.0 0.0 0.0 -0.53
C 5.80279 -8.60546 0.38055 0.0 0.0 0.0 -0.26
C 4.79108 -8.46650 -0.55959 0.0 0.0 0.0 -0.55
C 3.81451 -7.49522 -0.38705 0.0 0.0 0.0 -0.32
C 3.84138 -6.66290 0.72231 0.0 0.0 0.0 -0.45
H 6.62859 -7.86155 2.23538 0.0 0.0 0.0 0.41
H 6.56363 -9.36296 0.24994 0.0 0.0 0.0 0.35
H 4.76371 -9.11374 -1.42528 0.0 0.0 0.0 0.37
H 3.02634 -7.38126 -1.11849 0.0 0.0 0.0 0.37
H 3.08741 -5.90367 0.88127 0.0 0.0 0.0 0.44
F 1.33758 -5.04591 -6.57013 0.0 0.0 0.0 -0.32
C 0.67671 -4.85385 -7.72878 0.0 0.0 0.0 0.39
C 1.37473 -4.95415 -8.91548 0.1 0.0 0.0 -0.56
C 0.68817 -4.75770 -10.10487 0.0 0.0 0.0 -0.26
C -0.66775 -4.46152 -10.09355 0.0 0.0 0.0 -0.54
C -1.34334 -4.36372 -8.88481 0.0 0.0 0.0 -0.33
C -0.67205 -4.56391 -7.68751 -0.1 0.0 0.1 -0.38
H 2.43218 -5.17972 -8.89932 0.0 0.0 0.0 0.41
H 1.21771 -4.83610 -11.04477 0.0 0.0 0.0 0.35
H -1.19608 -4.30560 -11.02407 0.0 0.0 0.0 0.37
H -2.39852 -4.12783 -8.86975 0.0 0.0 0.0 0.37
H -1.18068 -4.49675 -6.73514 0.0 0.0 0.0 0.50
F -2.34137 6.73555 -6.17026 0.1 0.1 -0.1 -0.34
C -2.30154 5.77560 -7.11295 0.0 -0.1 0.0 0.46
C -1.43598 4.71422 -6.94150 0.0 0.0 0.0 -0.35
C -1.40731 3.72202 -7.90990 0.0 0.0 0.0 -0.38
C -2.22870 3.80514 -9.02588 0.0 0.0 0.0 -0.53
C -3.08829 4.88497 -9.17221 0.0 0.0 0.0 -0.28
C -3.13394 5.88204 -8.20879 0.0 0.0 0.0 -0.55
H -0.80755 4.67029 -6.06273 0.0 0.0 0.0 0.45
H -0.74314 2.87748 -7.78669 0.0 0.0 0.0 0.38
H -2.20242 3.02716 -9.77661 0.0 0.0 0.0 0.37
H -3.73144 4.95234 -10.03934 0.0 0.0 0.0 0.34
H -3.80295 6.72718 -8.29495 0.0 0.0 0.0 0.41
F 3.56901 0.06196 9.44222 0.0 0.0 0.0 -0.41
C 2.79681 0.35236 8.36241 -0.1 -0.3 -0.1 0.12
C 3.37389 0.34295 7.11349 0.2 -0.1 -0.1 -0.17
C 2.57971 0.62937 6.01268 -0.2 0.1 0.1 0.18
C 1.23230 0.92645 6.17601 0.1 0.0 0.1 -0.91
C 0.67807 0.93443 7.45255 0.2 0.0 -0.1 -0.54
C 1.46382 0.63775 8.55736 -0.1 0.1 0.1 -0.37
H 4.42750 0.11781 7.01030 0.0 0.0 0.0 0.39
H 3.02438 0.62817 5.02914 0.0 0.0 -0.1 0.18
H 0.61569 1.15218 5.31692 0.0 0.0 0.0 0.58
H -0.36697 1.16637 7.58972 0.0 0.0 0.0 0.48
H 1.05243 0.62556 9.55793 0.0 0.0 0.0 0.45
F 3.49801 3.63055 6.85735 0.0 -0.1 0.0 -0.19
C 3.84914 4.20940 8.02029 0.0 0.0 0.0 0.31
C 4.03719 5.57766 8.03614 0.0 0.0 0.0 -0.54
C 4.39626 6.18649 9.22933 0.0 0.0 0.0 -0.33
C 4.56719 5.42755 10.37810 0.0 0.0 0.0 -0.55
C 4.37435 4.05378 10.33065 0.0 0.0 0.0 -0.52
C 4.00812 3.42628 9.14776 0.0 0.1 0.1 0.01
H 3.90141 6.14662 7.12658 0.0 0.0 0.0 0.43
H 4.54110 7.25804 9.25946 0.0 0.0 0.0 0.35
H 4.84887 5.90501 11.30680 0.0 0.0 0.0 0.38
H 4.50919 3.45787 11.22348 0.0 0.0 0.0 0.37
H 3.84741 2.36055 9.11368 0.0 0.1 -0.1 0.27
F -1.97475 -0.07815 6.28833 -0.1 0.0 0.0 -0.29
C -2.33368 -1.26787 5.74996 0.0 0.0 0.1 0.47
C -2.29232 -2.39095 6.54996 0.0 0.0 0.1 -0.52
C -2.67193 -3.60575 5.99736 0.0 0.0 0.0 -0.27
C -3.08040 -3.67678 4.67324 0.0 0.0 0.0 -0.66
C -3.11111 -2.52786 3.89439 0.0 -0.1 0.0 -0.35
C -2.73381 -1.30677 4.43206 0.0 0.1 -0.1 -0.53
H -1.96917 -2.30872 7.57896 0.0 0.0 0.0 0.43
H -2.65231 -4.49855 6.60819 0.0 0.0 0.0 0.35
H -3.38013 -4.62533 4.24903 0.0 0.0 0.0 0.39
H -3.43631 -2.57557 2.86495 0.0 0.0 -0.1 0.46
H -2.76119 -0.39912 3.84724 0.0 0.1 0.0 0.53
```
Forces are in eV/Å.

Total charge ... -1
LUMO level ... 1.92 eV